Entry from OMol25: a structure of composition C12H9ClFN3O4S in a non-equilibrium geometry (the ωB97M-V functional and the def2-TZVPD basis).

Geometry (Å):
O 1.428 0.143 1.617
C 0.591 0.016 0.771
F 0.226 1.101 0.069
N -0.013 -1.229 0.447
C 0.472 -1.599 -0.923
O -0.256 -1.989 -1.777
C 2.004 -1.481 -1.122
C 2.768 -2.440 -0.552
Cl 2.070 -3.768 0.358
C 4.212 -2.365 -0.677
C 4.819 -1.353 -1.339
C 4.001 -0.347 -1.941
N 4.355 0.757 -2.616
S 3.028 1.551 -3.048
N 1.842 0.582 -2.427
C 2.554 -0.375 -1.856
H 0.490 -1.882 1.054
H 4.817 -3.133 -0.192
H 5.900 -1.248 -1.435
O -6.219 1.673 2.232
C -5.134 1.539 1.750
O -4.858 0.650 0.762
C -3.448 0.655 0.480
C -2.949 2.000 0.977
C -3.872 2.272 2.157
H -2.985 -0.182 1.008
H -3.291 0.525 -0.589
H -1.891 1.997 1.235
H -3.104 2.760 0.208
H -3.492 1.836 3.082
H -4.063 3.334 2.288

Forces on the atoms, in the same order (eV/Å):
-0.7 0.0 -0.3
1.3 0.0 1.4
-0.6 -1.1 -0.2
0.9 1.1 -1.3
0.2 0.0 -0.6
0.1 0.2 0.5
-2.2 -0.3 0.4
1.3 0.3 -0.3
0.3 0.5 -0.4
-0.1 -0.6 0.5
0.0 0.6 -0.4
-1.4 1.2 -0.5
0.2 -0.1 0.0
-0.4 -0.4 0.2
1.8 0.7 -0.4
0.3 -2.2 1.2
-0.4 0.1 0.2
-0.3 0.2 -0.2
-0.3 -0.2 0.1
-0.1 -0.1 -0.2
-0.1 0.0 0.4
0.0 0.1 0.0
0.2 0.0 -0.1
0.2 0.2 0.1
0.3 0.1 -0.5
0.0 0.0 0.0
-0.2 -0.1 0.0
0.0 -0.1 0.0
0.0 0.0 0.0
-0.1 0.1 0.1
-0.1 -0.1 0.3

Calculated values
2S+1 = 1
Energy = -1886.16409 hartree
Frontier orbital gap = 8.62 eV

natural (NBO) population analysis, charges in e, atoms 1 to 8:
1. O -0.55
2. C 0.95
3. F -0.31
4. N -0.71
5. C 0.71
6. O -0.44
7. C -0.21
8. C 0.01